[1]
C41H34AsF5N3O4S2Tl | ωB97M-V with the def2-TZVPD basis set

Properties
- ΔE to the lowest compared entry with this formula, charge and spin (eV) = 0.0000
- HOMO (eV) = -8.2

Geometry as ORCA input:
```
! wB97M-V def2-TZVPD RIJCOSX def2/J DEFGRID3
* xyz 0 1
Tl -0.5136 0.8621 0.5404
As 1.4692 -1.1545 -1.0597
S -1.3861 1.4563 -1.7085
S 1.4062 0.6147 1.9965
F 3.2417 3.6207 -2.4071
F -0.2020 4.6550 -5.4373
F -1.8839 3.0899 -4.0629
F 2.3788 4.9502 -4.6247
F 1.5974 2.0384 -1.0472
O -0.4534 -2.5855 1.4763
O -1.0951 -0.5017 3.5872
O -2.3686 -0.4316 0.5797
O -5.5404 0.4506 3.1913
N -2.3031 1.9338 1.6982
N -3.4144 1.1798 1.8735
N -0.1521 3.5495 1.1474
C 2.8231 0.3344 -3.2697
C -0.9505 -2.8114 2.7773
C -5.6258 -2.9600 0.8432
C 0.7322 -0.1492 -5.0321
C 2.8543 0.8654 -4.5529
C 4.3018 -0.7477 -0.5688
C 1.7462 -0.4427 -2.8566
C 5.4308 -0.2223 0.0349
C -0.6296 3.2152 -3.6233
C -1.1616 4.0179 1.8886
C -0.0057 6.0633 2.3115
C -0.2247 2.5172 -2.4851
C -2.2465 -0.4301 4.4043
C 2.8809 -5.6518 -1.4711
C 2.7368 -5.0553 -0.2246
C -0.4302 -1.7482 3.7182
C 3.0184 -0.4513 -0.1114
C -5.5186 -0.6447 2.4141
C -1.1304 5.2749 2.4807
C 0.2258 4.0289 -4.3408
C -6.6049 -2.7087 1.8030
C 2.8742 0.3557 1.0218
C 1.5383 4.1837 -3.9301
C 2.0884 -2.9893 -1.2812
C 1.8100 0.6266 -5.4349
C 5.2803 0.6261 1.1240
C 2.2388 -3.5864 -2.5272
C -6.5548 -1.5675 2.5751
C 1.9707 3.5136 -2.8034
C 1.0989 2.6941 -2.1126
C 2.3370 -3.7319 -0.1293
C -4.5939 -2.0589 0.6902
C 0.6998 -0.6748 -3.7486
C 1.0514 5.5678 1.5683
C 0.9318 4.3024 1.0098
C -2.3302 3.1487 2.0752
C 2.6311 -4.9169 -2.6194
C -4.5074 -0.9028 1.4710
C 4.0168 0.9085 1.6111
C -3.3389 -0.0126 1.2790
C -1.0054 -3.5048 0.5567
H -7.3136 -1.3520 3.3153
H 2.0614 -3.0155 -3.4306
H 1.7414 3.8744 0.4311
H -0.1637 -1.2474 -3.4285
H 0.6246 -1.5721 3.5086
H 3.9014 1.5526 2.4735
H -2.0492 -2.8083 2.7627
H -1.9932 -0.6421 5.4492
H 6.1475 1.0600 1.6048
H -7.4203 -3.4077 1.9403
H 6.4149 -0.4700 -0.3404
H 3.1913 -6.6860 -1.5449
H -5.6760 -3.8455 0.2247
H 3.6321 0.5587 -2.5878
H 1.9532 6.1435 1.4157
H 2.2107 -3.2725 0.8451
H 1.8326 1.0501 -6.4311
H -1.9742 5.6172 3.0648
H 3.6940 1.4778 -4.8581
H -2.0926 -3.5452 0.6548
H -2.6419 0.5796 4.3290
H -3.0250 -1.1309 4.0808
H 0.0466 7.0466 2.7595
H -0.0925 -0.3313 -5.7095
H -0.5961 -4.5104 0.7105
H -3.8254 -2.2166 -0.0529
H 2.9331 -5.6240 0.6757
H -0.7541 -3.1670 -0.4467
H -4.7864 1.0211 2.8981
H -3.2282 3.5564 2.5348
H -0.6247 -3.7999 3.1324
H 2.7484 -5.3747 -3.5934
H 4.4121 -1.4166 -1.4154
H -0.5273 -2.1056 4.7503
*
```

***

[2]
C41H35As2F3N5O6RuS2 | ωB97M-V with the def2-TZVPD basis set

Properties
- ΔE to the lowest compared entry with this formula, charge and spin (eV) = 0.0000
- HOMO (spin up / spin down) (eV) = -7.8 / -8.1
- expectation value of S² = 8.820

Geometry as ORCA input:
```
! wB97M-V def2-TZVPD RIJCOSX def2/J DEFGRID3
* xyz 0 6
Ru -1.3611 -1.1485 -1.3980
As 1.2542 -0.2820 2.0557
As 0.8628 0.2498 -1.5708
S -2.8309 1.0275 -2.5250
S -3.4012 -3.1856 -4.6962
F -4.2079 3.1911 -2.1096
F -3.9225 2.6821 -4.1969
F -2.2883 3.5254 -3.0524
O 0.3311 -5.2977 2.9574
O -1.1792 -3.2151 2.4598
O -2.3947 1.2339 -1.1219
O -1.7087 0.7103 -3.3947
O -4.0231 0.2339 -2.6687
O -0.8336 -2.0362 0.6259
N -5.3548 -0.8225 0.4096
N -3.4221 -1.5553 -0.3098
N -4.0085 1.4104 1.5845
N -2.0891 0.0365 1.6602
N -1.3564 -2.5485 -2.9025
C 0.3566 -4.0868 0.8666
C -0.0314 3.9242 2.2536
C 0.5476 2.5698 2.3061
C -4.4196 -2.2658 -0.9253
C 2.4606 2.6051 -2.0072
C 2.2762 -0.0723 3.6897
C -2.2373 -2.8089 -3.6700
C 3.2881 -1.0176 3.8626
C -2.1041 2.1372 2.8583
C 2.5873 0.4087 0.7713
C 0.2814 3.0769 -1.1121
C 1.8755 -4.8665 -0.8577
C -3.4308 2.4901 2.3513
C -5.6310 -1.8294 -0.4753
C 1.8316 4.8756 -1.5162
C 4.0694 -1.0123 5.0100
C 2.2459 -1.1278 -5.8696
C 1.4110 0.6166 -4.4305
C 2.2609 -2.0087 -4.7960
C 1.8568 -1.5749 -3.5404
C 0.0357 1.2647 2.2314
C 0.8113 -5.1120 1.7199
C 1.8117 -5.9839 1.2809
C -2.2138 3.1523 1.7371
C 2.8146 0.8545 5.8512
C 0.9015 -3.9942 -0.4158
C -1.3506 1.0199 2.3387
C 1.8169 0.1817 -5.6856
C -0.6259 -3.0769 1.3562
C 1.2155 2.1570 -1.5656
C 2.0372 0.8552 4.6963
C 2.4760 -0.2729 -0.5980
C 1.4469 -0.2578 -3.3528
C 2.7688 3.9560 -1.9786
C 0.5890 4.4352 -1.0887
C 2.3333 -5.8593 0.0097
C -4.0125 -0.6909 0.4653
C -3.3182 0.2915 1.2918
C 3.8335 -0.0732 6.0081
C -3.3368 2.7017 -3.0083
C -1.3069 4.2957 2.0008
H -4.2089 -3.0284 -1.6579
H 2.0701 5.9329 -1.5036
H -0.1501 5.1467 -0.7395
H 1.2412 1.5795 4.5974
H -4.1288 3.0227 2.9794
H 2.4714 -1.3582 -0.5053
H 3.4638 -1.7719 3.1035
H -0.3607 -4.5951 3.0828
H 2.4988 1.4905 0.6650
H 1.6308 2.6091 2.3376
H -1.7922 2.5459 3.8066
H 4.8519 -1.7516 5.1320
H -1.6414 -0.9295 1.3268
H 0.5293 -3.2276 -1.0776
H 1.8464 -2.2798 -2.7165
H -6.6364 -2.1265 -0.7164
H -1.5831 5.3391 1.8972
H 2.1536 -6.7556 1.9594
H 2.2728 -4.7868 -1.8619
H 2.5577 -1.4640 -6.8513
H -2.0233 2.7005 0.7641
H 3.1038 -6.5479 -0.3181
H 4.4346 -0.0742 6.9100
H 3.5522 0.2027 1.2307
H 3.3073 0.0022 -1.2398
H 1.7828 0.8657 -6.5251
H 3.1909 1.9039 -2.3867
H -4.6800 1.6709 0.8746
H 3.7373 4.2937 -2.3270
H 2.5720 -3.0369 -4.9359
H 1.0509 1.6297 -4.3026
H 0.7052 4.7142 2.3555
H -0.6986 2.7338 -0.8172
H -6.0285 -0.3192 0.9603
H 2.6193 1.5826 6.6298
*
```

***

[3]
C41H35AsBrHoN6O8S3 | ωB97M-V with the def2-TZVPD basis set

Properties
- ΔE to the lowest compared entry with this formula, charge and spin (eV) = 0.0000
- HOMO (spin up / spin down) (eV) = -8.6 / -8.7
- expectation value of S² = 6.003

Geometry as ORCA input:
```
! wB97M-V def2-TZVPD RIJCOSX def2/J DEFGRID3
* xyz 0 5
Ho 0.0115 -2.2069 -0.1140
Br 0.6228 -3.2032 -3.4902
As -2.6134 -3.8823 -1.2255
S 2.1966 -0.5030 1.4359
S -2.4034 -2.1758 1.8213
S -0.5983 0.9167 -0.0420
O 2.4637 -5.5195 -0.4697
O -2.9835 -2.0628 3.1255
O 4.2711 -3.1296 -1.0985
O -1.1782 -1.3005 1.6765
O -0.9204 -3.9363 -1.1258
O -2.8542 -3.6635 -2.9992
O -3.4521 -5.2623 -0.7823
O -2.0164 -3.4886 1.2936
N 2.2269 1.9993 2.4469
N 2.0532 -3.2036 -0.4396
N 1.7819 -0.7425 -1.6853
N -1.1015 -1.1690 -2.4890
N -0.5692 2.1268 2.4133
N 0.7783 -3.5857 1.9195
C -3.3251 5.9367 0.6256
C 0.9559 -5.8865 3.3679
C -1.1518 -1.5487 -4.8570
C 3.6918 1.9261 2.3872
C -0.6891 -1.8339 -3.5675
C -4.4461 -1.6427 -1.6708
C -2.5174 0.1531 -3.9079
C 2.5552 0.9144 -3.2134
C 4.2644 2.1405 0.9861
C 2.0945 -4.4895 0.0954
C 1.5471 3.2191 2.9604
C 3.8812 -1.0311 -2.8129
C -2.0043 -0.1784 -2.6763
C -3.6147 -2.2103 -0.6974
C 0.3533 -3.5788 3.1929
C -3.5557 -1.5895 0.5522
C 3.1284 -2.6624 -1.0957
C -3.1991 4.4736 2.5254
C 0.4029 -4.7462 3.9462
C 4.9710 1.1408 0.3150
C 3.6846 0.1548 -3.4769
C 4.0689 3.3397 0.2961
C 1.4598 -4.6275 1.4187
C 0.0956 1.3978 1.4541
C 5.2148 2.5194 -1.6393
C 1.6532 0.4312 -2.2889
C -2.2322 3.8118 0.4254
C -5.0623 0.1109 -0.1657
C 1.4979 1.0174 1.8030
C 0.1845 2.8049 3.4967
C -2.6435 5.0174 -0.1340
C -3.5954 5.6713 1.9636
C -4.3009 -0.4468 0.8492
C 1.4604 -5.8635 2.0860
C 2.9053 -1.4399 -1.8723
C -2.5140 3.5078 1.7596
C -2.0997 -0.5495 -5.0207
C 4.5117 3.5215 -1.0068
C -5.1657 -0.4981 -1.4099
C 5.4525 1.3221 -0.9749
C -2.0273 2.2271 2.3970
H 2.1714 3.6509 3.7624
H 2.3753 1.8853 -3.6889
H -2.3890 2.1918 3.4337
H -3.3048 -4.4548 -3.3184
H 5.1141 0.1766 0.8163
H -0.7736 -2.1635 -5.6841
H 4.4266 0.4941 -4.2134
H -4.3196 -0.0797 1.8793
H -1.6940 3.0843 -0.2046
H 3.9605 0.8988 2.7068
H -2.3324 0.3592 -1.7879
H 0.9348 -6.8382 3.9270
H 5.5316 2.6489 -2.6843
H -0.4087 3.6577 3.8604
H 4.2904 4.4662 -1.5219
H -3.3247 0.9181 -3.9827
H -2.3814 1.3672 1.8397
H -4.1670 6.3796 2.5691
H 0.7774 1.0039 -2.0284
H -5.8178 -0.0661 -2.1835
H 4.0958 2.6689 3.0977
H -2.5072 -0.3395 -6.0121
H -0.0203 -4.7808 4.9506
H -4.5067 -2.1221 -2.6591
H 1.4773 3.9692 2.1619
H -0.0588 -2.6362 3.5569
H -3.6629 6.8757 0.1840
H 4.7205 -1.7067 -3.0126
H -3.4520 4.2658 3.5668
H 3.5444 4.1717 0.7903
H 0.2888 2.0960 4.3391
H 1.8348 -6.7588 1.5613
H -5.6149 1.0467 0.0257
H 5.9960 0.5032 -1.4563
H -2.4100 5.2228 -1.1777
*
```

***

[4]
C41H35BBrClN2O6Ti | ωB97M-V with the def2-TZVPD basis set

Properties
- ΔE to the lowest compared entry with this formula, charge and spin (eV) = 2.6419
- HOMO (spin up / spin down) (eV) = 0.7 / -2.2
- expectation value of S² = 2.024

Geometry as ORCA input:
```
! wB97M-V def2-TZVPD RIJCOSX def2/J DEFGRID3
* xyz -2 3
Br 2.2905 2.2096 1.8435
Ti -0.7325 0.5566 0.2778
Cl -3.3514 8.4894 -0.8572
O -0.4113 0.2639 -1.8114
O -2.2701 1.5280 3.1477
O -0.3479 2.5277 0.2827
O -0.4070 0.3553 3.7495
O -0.5384 0.5158 -4.0373
O -2.3606 1.7891 -0.2103
N 1.4338 -0.0524 0.4554
N -1.4781 -1.4856 0.3183
C 2.9391 -3.2209 -0.9078
C -1.5951 2.8218 -0.0596
C -1.6301 -3.2811 -1.3480
C -0.4231 -3.1943 3.4398
C -2.0049 4.1583 -0.2416
C -1.5255 1.1915 7.1514
C -3.7545 5.7761 -0.7867
C 2.0209 -1.1310 -3.6083
C -3.3532 4.4765 -0.6048
C -2.8233 -1.2316 -1.7077
C 1.5634 0.0711 -3.0604
C -2.4286 -4.2188 2.6566
C -1.0983 5.2521 -0.0732
C -1.9947 -2.0058 -0.8861
C -2.6557 1.9111 6.7831
C 1.0369 -2.1453 -4.1282
C -2.0740 -3.7595 -2.5732
C 3.3883 -1.3774 -3.6433
C -2.8355 6.8244 -0.6166
C 3.8266 0.7333 -2.6201
C -2.9962 2.0840 5.4379
C 2.4621 1.0185 -2.5772
C 2.5039 0.5888 0.9129
C -2.4549 -3.3524 1.5787
C 5.7870 -0.7495 -3.1894
C 4.3073 -0.4588 -3.1425
C 1.6158 -1.2330 -0.1618
C -2.1673 1.5136 4.4965
C 2.8489 -1.8450 -0.3133
C -1.4092 -4.1568 3.6026
C -1.0332 0.7958 4.8652
C 3.9513 -1.1256 0.1222
C -1.5070 6.5508 -0.2574
C 0.0668 0.3305 -2.9844
C -1.4525 -2.3779 1.3857
C -3.2462 -1.7074 -2.9376
C 1.9746 2.3283 -2.0114
C -0.4365 -2.3312 2.3539
C 3.7944 0.1035 0.7359
C -0.6896 0.6180 6.1876
C -2.8846 -2.9742 -3.3818
B -1.1705 0.7923 2.5983
H 1.8714 2.2941 -0.9237
H 2.3385 -3.9264 -0.3305
H -3.8508 -1.0644 -3.5652
H 0.3271 -1.5711 2.2732
H -3.2665 -3.4070 0.8639
H -1.2874 1.0713 8.2021
H -0.9891 -3.8975 -0.7268
H 3.9708 -3.5768 -0.9202
H 0.2866 -2.4014 -3.3736
H 0.7095 -1.7140 -0.5111
H -4.7788 5.9989 -1.0619
H 6.2161 -0.5060 -4.1663
H 0.4783 -1.7389 -4.9729
H -1.7678 -4.7473 -2.9022
H 0.1928 0.0522 6.4599
H 0.3726 -3.1017 4.1715
H 6.3291 -0.1678 -2.4411
H -3.2839 2.3457 7.5522
H 4.6309 0.6866 1.0905
H 4.5288 1.4673 -2.2303
H -3.2153 -3.3359 -4.3484
H -0.0747 5.0363 0.2055
H -4.0539 3.6608 -0.7336
H 0.9856 2.5889 -2.3862
H -0.8084 7.3690 -0.1266
H 5.9877 -1.8079 -3.0037
H 1.5455 -3.0616 -4.4383
H -1.3978 -4.8300 4.4514
H 2.5650 -3.2236 -1.9323
H -3.2276 -4.9443 2.7691
H -3.8703 2.6437 5.1293
H 3.7466 -2.3186 -4.0551
H 4.9477 -1.5368 -0.0136
H 2.6636 3.1370 -2.2618
H -3.0917 -0.2331 -1.3878
*
```

***

[5]
C41H35ClErNP2 | ωB97M-V with the def2-TZVPD basis set

Properties
- HOMO (spin up / spin down) (eV) = -7.2 / -7.2
- expectation value of S² = 3.753

Geometry as ORCA input:
```
! wB97M-V def2-TZVPD RIJCOSX def2/J DEFGRID3
* xyz 0 4
Er -1.6981 -0.4803 -0.7186
Cl -1.0643 -2.6600 -1.7234
P 3.0304 0.2243 -2.1940
P -2.2112 -0.4521 2.3993
N -1.1247 -0.2848 1.2677
C -1.7511 0.1211 4.0592
C 3.6208 -1.6184 -0.2175
C 1.9096 -0.9730 -4.4080
C 5.4614 -3.1883 -0.2624
C 3.5420 0.7603 -4.9412
C -2.4735 0.6431 -2.8439
C 3.3035 0.5456 -6.3024
C -0.9449 1.1081 6.5474
C 5.0925 -1.7258 -2.1603
C -2.2961 -4.4982 1.8064
C -3.8355 -2.6034 3.1952
C -0.0223 1.0163 5.5010
C 3.0265 3.0100 -2.3621
C 4.3881 4.4835 -1.0050
C 1.7001 -1.1925 -5.7648
C 3.4246 4.2949 -2.0013
C 4.9298 3.3738 -0.3496
C 2.3942 -0.4317 -6.7154
C -1.8709 -3.1716 1.8778
C 5.8165 -2.7505 -1.5396
C 4.3535 -2.6295 0.3935
C -5.9219 2.0263 1.2450
C 3.6309 1.8753 -1.7628
C -3.4614 -4.8894 2.4710
C -0.9242 1.8052 -1.5746
C -0.4216 0.5198 4.2554
C -4.7635 -0.1018 1.2811
C -5.8730 0.6683 0.9229
C -2.2033 1.9431 -0.9507
C -1.0939 0.9956 -2.7468
C 2.8582 -0.0076 -3.9775
C -3.7128 0.4912 2.0003
C -2.6705 0.1773 5.1237
C -2.6703 -2.2109 2.5253
C -3.1593 1.2138 -1.7322
C 4.0178 -1.1144 -1.4837
C -4.8497 2.6323 1.9085
C 4.5621 2.0793 -0.7195
C -4.2102 -3.9520 3.1912
C -2.2622 0.6775 6.3631
C -3.7316 1.8765 2.2536
H -4.8872 3.6918 2.1656
H 4.7177 5.4880 -0.7496
H 2.7277 -1.2032 0.2573
H 4.9961 1.2183 -0.2095
H -5.0992 -4.2573 3.7454
H 0.2674 0.4396 3.4131
H 3.8380 1.1429 -7.0432
H 1.0098 1.3302 5.6534
H -0.6412 1.5126 7.5113
H -4.7382 -1.1691 1.0349
H -1.7140 -5.2216 1.2352
H 4.0611 -2.9844 1.3824
H -0.0175 2.3553 -1.3089
H -2.9233 0.0604 -3.6527
H -2.9797 0.7302 7.1851
H -3.7887 -5.9271 2.4345
H -6.7072 0.1918 0.4053
H -0.9448 -2.8573 1.3864
H 5.6563 3.5195 0.4516
H -0.3285 0.8192 -3.5037
H 2.9868 5.1557 -2.5063
H 6.0384 -3.9666 0.2294
H -2.4142 2.5107 -0.0440
H -2.8743 2.3576 2.7377
H 2.2486 2.8664 -3.1152
H 5.3591 -1.3951 -3.1643
H 4.2621 1.5141 -4.6259
H -4.2360 1.1679 -1.5370
H 1.3477 -1.5367 -3.6561
H 6.6643 -3.2056 -2.0574
H -6.7953 2.6176 0.9725
H 2.2217 -0.6057 -7.7750
H -3.6998 -0.1648 4.9854
H 0.9949 -1.9613 -6.0819
H -4.4487 -1.8601 3.7128
*
```